1.
Density functional theory data (the ωB97M-V functional and the def2-TZVPD basis) for C17H17N4O2S6SbTi as an isolated structure.

ORCA input file:
```
! wB97M-V def2-TZVPD RIJCOSX def2/J DEFGRID3
* xyz -2 3
Ti 1.43 -0.83 1.42
S 5.27 -3.00 0.07
Sb 4.55 -0.83 0.54
S 3.59 -0.83 2.69
S 2.52 -0.39 -0.64
S 6.08 0.81 0.23
C -2.31 1.23 -5.45
C -2.05 0.53 -4.15
C -0.93 0.84 -3.38
C -0.69 0.19 -2.17
C -1.57 -0.78 -1.73
C -2.69 -1.11 -2.48
C -2.92 -0.45 -3.68
S -1.24 -1.66 -0.21
O -2.53 -2.09 0.28
O -0.31 -2.70 -0.57
N -0.50 -0.60 0.72
C -1.17 0.61 1.09
C -2.45 0.98 0.72
C -2.96 2.21 1.13
C -2.20 3.06 1.91
C -0.89 2.71 2.30
C -0.07 3.56 3.08
C 1.24 3.13 3.34
C 1.70 1.92 2.89
N 0.93 1.04 2.17
C -0.36 1.47 1.85
H -1.55 1.99 -5.64
H -3.28 1.72 -5.45
H -2.29 0.53 -6.29
H -0.24 1.60 -3.72
H 0.18 0.44 -1.58
H -3.38 -1.85 -2.11
H -3.80 -0.71 -4.27
H -3.08 0.31 0.15
H -3.97 2.49 0.85
H -2.60 4.01 2.24
H -0.44 4.51 3.43
H 1.93 3.75 3.90
H 2.71 1.59 3.08
N 2.17 -3.85 0.59
C 2.18 -3.72 1.91
N 3.29 -4.05 2.58
S 0.79 -3.04 2.69
H 3.08 -3.78 0.11
H 1.35 -3.50 0.10
H 4.14 -3.98 2.01
H 3.37 -3.52 3.45
*
```

Its electronic energy is -122632.5933 eV. The calculation puts the LUMO energy (spin up / spin down) at 0.150 / 0.150 Ha. The calculation puts the energy above the lowest of the compared OMol25 structures with the same formula, charge and spin at 0.00 kcal per mole. The calculation puts the HOMO energy (spin up / spin down) at -0.22 / -2.33 eV. The value obtained for the frontier orbital gap (spin up / spin down) is 4.308 / 6.409 eV. Its expectation value of S² is 2.03.

Results of the Mulliken charge analysis, in e, for atoms 1 through 6:
1. Ti 0.700
2. S -0.833
3. Sb 0.931
4. S -0.761
5. S -0.511
6. S -0.728


2.
Density functional theory data (the ωB97M-V functional and the def2-TZVPD basis) for a single C17H17N5O5S molecule at a distorted geometry.

ORCA input file:
```
! wB97M-V def2-TZVPD RIJCOSX def2/J DEFGRID3
* xyz 0 1
C 1.63 2.23 -1.96
C 2.61 2.29 -0.83
N 3.01 1.13 -0.34
C 3.86 1.15 0.68
N 4.36 2.24 1.27
C 3.95 3.40 0.77
C 3.07 3.49 -0.30
H 2.75 4.44 -0.69
H 4.36 4.28 1.24
N 4.22 -0.06 1.19
H 4.91 -0.06 1.93
S 4.02 -1.46 0.26
O 4.76 -1.35 -0.96
O 4.37 -2.53 1.15
C 2.27 -1.46 -0.08
C 1.84 -1.56 -1.38
C 0.49 -1.52 -1.65
C -0.43 -1.36 -0.61
C 0.02 -1.28 0.71
C 1.38 -1.33 0.97
H 1.75 -1.27 1.98
H -0.69 -1.17 1.51
N -1.78 -1.30 -0.95
C -2.84 -0.97 -0.15
O -2.78 -0.72 1.03
C -4.17 -0.94 -0.90
N -5.04 0.01 -0.26
C -4.70 1.35 -0.18
O -3.76 1.83 -0.75
C -5.73 2.03 0.70
C -6.68 0.92 1.12
C -6.15 -0.34 0.48
O -6.59 -1.46 0.54
H -7.71 1.09 0.79
H -6.71 0.77 2.20
H -5.21 2.49 1.54
H -6.22 2.82 0.13
H -4.66 -1.92 -0.83
H -4.04 -0.66 -1.95
H -1.97 -1.43 -1.93
H 0.13 -1.60 -2.67
H 2.58 -1.66 -2.17
H 1.72 1.28 -2.47
H 0.62 2.32 -1.56
H 1.79 3.05 -2.65
*
```

Its electronic energy is -46429.9163 eV. The calculation puts the LUMO energy at 0.014 Ha. The calculation puts the energy above the lowest of the compared OMol25 structures with the same formula, charge and spin at 0.00 kcal per mole. The calculation puts the HOMO energy at -8.95 eV. The value obtained for the frontier orbital gap is 9.337 eV.

Results of the Mulliken charge analysis, in e, for atoms 1 through 6:
1. C -1.264
2. C 0.891
3. N -0.102
4. C 0.337
5. N -0.718
6. C -0.166


3.
Density functional theory data (the ωB97M-V functional and the def2-TZVPD basis) for C17H18AuF6N4O5Sb as an isolated structure.

ORCA input file:
```
! wB97M-V def2-TZVPD RIJCOSX def2/J DEFGRID3
* xyz 1 2
Au 1.58 -0.19 -1.30
N 4.67 1.49 0.59
C 5.31 0.27 0.45
C 4.53 -0.50 -0.36
N 3.44 0.26 -0.71
C 3.54 1.44 -0.12
C 2.42 2.34 -0.32
N 1.42 1.89 -1.06
C 0.46 2.86 -1.08
C 0.90 3.91 -0.33
N 2.14 3.56 0.13
H 4.99 2.25 1.17
H 6.25 0.07 0.92
H 4.64 -1.51 -0.70
H -0.46 2.74 -1.63
H 0.44 4.85 -0.09
H 2.66 4.08 0.82
F 1.17 0.55 1.37
Sb 0.39 1.11 3.03
F -0.95 1.94 1.96
F -0.66 -0.47 3.02
F -0.42 1.73 4.60
F 1.78 0.24 3.94
F 1.47 2.67 2.86
O -1.25 1.01 -2.61
C -1.29 0.17 -1.74
O -0.36 -0.66 -1.39
C -2.51 0.04 -0.86
C -2.34 -0.46 0.48
C -3.36 -0.51 1.39
C -4.59 -0.06 0.92
O -5.74 0.01 1.56
C -6.71 0.55 0.66
O -6.02 0.79 -0.57
C -4.76 0.43 -0.41
C -3.72 0.50 -1.32
H -1.35 -0.78 0.78
H -3.21 -0.85 2.41
H -7.08 1.49 1.05
H -7.50 -0.18 0.50
H -3.84 0.90 -2.32
C 1.97 -4.20 -0.52
C 1.18 -3.09 -1.19
C 0.55 -3.54 -2.50
O 2.12 -2.03 -1.44
H 1.33 -5.06 -0.33
H 2.38 -3.86 0.44
H 2.80 -4.52 -1.16
H 0.41 -2.74 -0.51
H 1.32 -3.94 -3.16
H 0.06 -2.70 -3.00
H -0.19 -4.32 -2.32
*
```

Its electronic energy is -60649.4631 eV. The calculation puts the LUMO energy (spin up / spin down) at -0.139 / -0.240 Ha. The calculation puts the energy above the lowest of the compared OMol25 structures with the same formula, charge and spin at 43.96 kcal per mole. The calculation puts the HOMO energy (spin up / spin down) at -12.09 / -12.09 eV. The value obtained for the frontier orbital gap (spin up / spin down) is 8.307 / 5.565 eV. Its expectation value of S² is 0.77.

Results of the Mulliken charge analysis, in e, for atoms 1 through 6:
1. Au 1.236
2. N -0.055
3. C -0.647
4. C -0.301
5. N -0.164
6. C 0.610


Q: Which of these has the lowest electronic energy?
A: C17H17N4O2S6SbTi